(1)
# C2H4FNO2

An isolated molecule of C2H4FNO2 at a distorted geometry (ωB97M-V/def2-TZVPD, OMol25).

Computed properties:
ΔE to the lowest compared entry with this formula, charge and spin: 9.1 kcal per mole
HOMO level: -0.3919 Eh

Geometry as ORCA input:
```
! RIJCOSX wB97M-V def2-TZVPD def2/J DEFGRID3
* xyz 0 1
N -0.491 0.149 -0.303
C 0.702 0.709 0.229
F 0.960 2.035 -0.223
C 1.947 -0.308 0.054
O 3.102 0.037 0.183
O 1.598 -1.608 0.000
H -0.442 0.304 -1.280
H -1.281 0.833 -0.003
H 0.598 0.733 1.410
H 0.717 -1.709 -0.241
*
```

natural (NBO) analysis output, partial charges in e: -0.8465 0.2364 -0.3589 0.7343 -0.5380 -0.6593 0.3679 0.3828 0.1845 0.4968

=====

(2)
# C2H7BrNO

A cluster of 2 separate species, C2H7BrNO in total at a distorted geometry (ωB97M-V/def2-TZVPD, OMol25).

Computed properties:
ΔE to the lowest compared entry with this formula, charge and spin: 79.9 kcal per mole
HOMO level (alpha / beta): -0.5033 / -0.5033 Eh

Geometry as ORCA input:
```
! RIJCOSX wB97M-V def2-TZVPD def2/J DEFGRID3
* xyz 1 1
C -0.709 0.258 -0.424
C -0.128 -0.144 0.915
N 0.520 0.426 -1.282
O 0.448 -1.356 0.757
Br 0.955 1.226 1.814
H -1.265 -0.660 -0.850
H -1.218 1.180 -0.267
H -1.735 -0.288 2.015
H 0.883 -0.564 -1.324
H 1.163 1.059 -0.713
H 0.389 0.599 -2.358
H 0.698 -1.735 1.716
*
```

natural (NBO) analysis output, partial charges in e: -0.3250 0.1167 -0.7323 -0.7384 0.0791 0.2673 0.2617 0.1399 0.4533 0.4666 0.4747 0.5364